1.
Here is C35H20CuF9N2O4PS2 as an isolated structure from the OMol25 dataset. Energies are from ωB97M-V/def2-TZVPD.

```
74
Properties=species:S:1:pos:R:3:forces:R:3:lowdin_charge:R:1
Cu 0.1770 -2.3357 0.3712 -0.3 0.3 -0.1 0.004
S -0.1232 -3.9909 -1.3535 0.3 -0.2 -0.3 0.577
C 1.5423 -3.6249 -1.3493 0.2 0.2 0.0 -1.135
N 2.0416 -2.6833 -0.5734 0.3 -0.2 -0.1 -0.048
C 3.4022 -2.5025 -0.7521 -0.2 0.1 0.1 -0.322
C 4.1847 -1.5581 -0.0923 0.1 0.1 0.1 -0.022
C 5.5280 -1.4493 -0.4127 -0.1 0.0 0.0 -0.097
C 6.1045 -2.2732 -1.3832 -0.1 0.0 0.0 -0.107
C 5.3352 -3.2218 -2.0433 0.0 0.0 0.0 -0.102
C 3.9876 -3.3278 -1.7202 0.0 0.0 -0.1 -0.487
S 2.7622 -4.3726 -2.3811 -0.1 -0.1 -0.1 0.994
H 3.7311 -0.9193 0.6573 0.0 0.0 0.0 0.109
H 6.1387 -0.7087 0.0904 0.0 0.0 0.0 0.099
H 7.1554 -2.1683 -1.6253 0.0 0.0 0.0 0.095
H 5.7760 -3.8640 -2.7973 0.0 0.0 0.0 0.101
O -0.5053 -2.6293 4.4503 0.1 0.0 -0.3 0.017
C -0.7149 -2.4906 3.2430 -0.2 0.2 0.3 -0.628
O 0.0912 -2.6676 2.2888 0.6 -0.2 0.1 -0.078
C -2.0854 -1.9759 2.8321 -0.3 0.1 0.2 -0.103
C -2.8484 -1.3017 3.7781 -0.1 0.0 0.0 -0.013
C -4.0666 -0.7235 3.4383 0.0 0.0 0.0 -0.065
C -4.5452 -0.8169 2.1402 0.0 0.0 0.1 -0.018
C -3.7903 -1.5262 1.2244 -0.2 -0.1 -0.2 -0.142
C -2.5787 -2.1108 1.5406 -0.1 -0.1 0.0 0.028
N -4.2946 -1.6375 -0.1673 0.6 0.5 0.2 -0.346
O -3.7216 -2.3975 -0.9194 -0.1 -0.2 0.0 0.063
O -5.1903 -0.8849 -0.5041 -0.3 -0.1 0.0 0.057
H -2.4478 -1.2315 4.7809 0.0 0.0 0.0 0.114
H -4.6421 -0.1885 4.1845 0.0 0.0 0.0 0.106
H -5.4780 -0.3656 1.8351 0.0 0.0 0.0 0.113
H -2.0371 -2.6707 0.7896 -0.1 0.0 0.0 0.080
F -4.0024 4.5281 -3.8009 -0.1 0.1 -0.1 0.129
C -4.3037 3.2179 -3.7826 0.2 -0.2 0.1 -0.586
F -4.3394 2.7872 -5.0568 0.0 0.1 -0.1 0.136
F -5.5565 3.1042 -3.3015 -0.1 0.1 0.0 0.142
C -3.3247 2.4346 -2.9602 0.0 -0.1 0.1 -0.124
C -3.2706 1.0572 -3.1029 0.0 0.0 0.0 0.003
C -2.4065 0.3212 -2.3030 0.0 -0.1 0.0 -0.066
C -1.5922 0.9546 -1.3656 -0.2 -0.4 -0.1 -0.328
C -1.6583 2.3386 -1.2375 0.1 0.1 -0.1 -0.074
C -2.5208 3.0788 -2.0290 0.1 0.0 0.0 -0.002
P -0.4498 -0.1118 -0.3930 0.6 0.2 0.5 1.128
C -0.4865 0.6752 1.2747 -0.1 0.1 -0.1 -0.339
C 0.5562 0.4204 2.1669 0.1 -0.1 0.0 -0.078
C 0.4738 0.8148 3.4924 0.0 0.0 -0.1 0.014
C -0.6581 1.4789 3.9422 0.0 0.0 0.0 -0.126
C -1.7085 1.7300 3.0764 0.0 0.0 -0.1 -0.016
C -1.6236 1.3242 1.7526 -0.1 0.1 0.0 -0.079
C -0.7845 1.8761 5.3824 0.1 -0.1 -0.3 -0.579
F -1.4708 3.0309 5.5171 0.0 0.0 0.1 0.125
F 0.4161 2.0519 5.9609 0.0 0.1 0.1 0.134
F -1.4397 0.9493 6.1048 0.0 0.1 0.1 0.143
C 1.1356 0.4735 -1.1342 -0.1 0.0 0.0 -0.323
C 1.6019 -0.2463 -2.2318 -0.1 0.0 0.0 -0.077
C 2.7703 0.1279 -2.8800 0.0 0.0 0.0 0.005
C 3.4811 1.2257 -2.4229 -0.1 -0.1 0.0 -0.131
C 3.0305 1.9520 -1.3295 0.0 0.0 0.1 -0.011
C 1.8618 1.5756 -0.6880 0.0 0.0 0.0 -0.065
C 4.7523 1.6567 -3.0870 -0.2 -0.1 0.1 -0.585
F 4.6258 2.8918 -3.6213 0.1 0.0 -0.1 0.130
F 5.1194 0.8286 -4.0758 0.1 0.1 0.0 0.136
F 5.7745 1.7214 -2.2117 0.1 0.0 -0.1 0.133
H -3.9010 0.5592 -3.8293 0.0 0.0 0.1 0.129
H -2.3710 -0.7603 -2.4000 0.0 0.1 0.0 0.102
H -1.0169 2.8503 -0.5289 0.0 0.0 0.0 0.111
H -2.5603 4.1555 -1.9327 0.0 0.0 0.0 0.119
H 1.4271 -0.1357 1.8371 0.0 0.0 0.0 0.108
H 1.2780 0.5832 4.1778 0.0 0.0 0.0 0.130
H -2.5998 2.2293 3.4350 0.0 0.0 0.0 0.125
H -2.4674 1.5045 1.0958 0.0 0.0 0.1 0.106
H 1.0619 -1.1303 -2.5613 0.0 0.1 0.0 0.105
H 3.1389 -0.4495 -3.7177 0.0 0.0 0.0 0.126
H 3.5969 2.8063 -0.9762 0.0 0.0 0.0 0.124
H 1.5227 2.1373 0.1749 0.0 0.0 0.0 0.105
```
Forces are in eV/Å.

Calculated values
2S+1: 1
Net charge: -1
LUMO energy in eV: 1.9
Kohn-Sham gap in eV: 7.0



2.
Here is C35H21Cl5F5N2O3PRuSTe as an isolated structure from the OMol25 dataset. Energies are from ωB97M-V/def2-TZVPD.

```
75
Properties=species:S:1:pos:R:3:forces:R:3:lowdin_charge:R:1
Ru -0.1090 -0.3007 0.1379 0.2 -0.6 0.5 0.889
Cl 0.7873 2.7499 0.7004 0.0 0.0 0.0 0.748
C -0.8751 2.5933 0.2276 0.0 0.0 0.2 -0.665
C -1.4329 1.3172 0.1438 -0.3 0.1 -1.0 -0.317
C -2.8143 1.3214 -0.0979 0.0 0.1 0.3 -0.691
Cl -3.6677 -0.1714 -0.1204 0.0 0.0 0.1 0.751
C -3.5624 2.4827 -0.2880 0.0 -0.1 0.1 -0.713
Cl -5.2670 2.4034 -0.5472 0.0 0.0 0.0 0.669
C -2.9325 3.7194 -0.2729 0.0 0.1 0.0 -0.714
Cl -3.8295 5.1665 -0.5436 0.0 0.0 0.0 0.665
C -1.5743 3.7764 -0.0021 0.1 0.0 0.0 -0.710
Cl -0.7731 5.3048 0.0584 0.0 0.0 0.0 0.661
N -0.8692 -0.3978 2.1056 -0.2 0.1 0.1 -0.095
N -0.3779 -1.4674 2.8564 0.0 -0.1 0.2 0.011
C 0.7955 -2.0886 2.4083 0.0 -0.1 0.1 -0.763
O 1.4216 -2.7859 3.1867 0.0 0.0 -0.1 0.039
O 1.0555 -1.8475 1.1726 0.1 0.0 -0.4 -0.376
H -0.7059 0.5028 2.5489 -0.1 0.0 0.1 0.104
H -1.8620 -0.5237 1.9199 0.0 0.0 0.1 0.064
H -0.5444 -1.4751 3.8493 0.0 0.1 0.0 0.138
F -1.7330 -0.8327 -6.7778 0.0 0.0 0.0 0.098
C -1.2468 -0.6241 -5.5439 -0.1 0.0 0.0 -0.154
C -1.8102 0.3280 -4.7166 0.0 -0.1 -0.1 -0.148
F -2.8459 1.0573 -5.1556 0.0 0.0 0.0 0.107
C -1.3000 0.5455 -3.4510 0.2 0.0 0.0 -0.132
F -1.8784 1.4999 -2.7137 0.0 0.2 0.1 0.110
C -0.1975 -0.1598 -2.9442 -0.1 -0.2 0.1 -0.302
O 0.3763 0.0714 -1.7829 0.0 0.3 -0.5 -0.329
C 0.3342 -1.1224 -3.8118 0.1 -0.1 -0.1 -0.163
F 1.3837 -1.8512 -3.4115 -0.1 0.1 -0.1 0.098
C -0.1655 -1.3460 -5.0811 0.1 -0.1 0.1 -0.145
F 0.4056 -2.2651 -5.8734 0.0 0.0 0.0 0.105
Te -1.1035 -2.6836 -0.5353 -0.3 0.1 0.1 1.034
C -3.1513 -2.9790 -0.9040 0.0 -0.1 -0.1 -1.104
C -4.1354 -3.2944 -0.0057 0.0 -0.1 0.0 -0.312
C -5.4089 -3.4967 -0.6080 0.0 0.0 0.0 -0.216
C -5.3725 -3.3411 -1.9633 0.0 0.0 0.0 -0.445
S -3.7962 -2.9470 -2.4899 0.0 0.1 -0.1 0.898
H -3.9447 -3.3752 1.0558 0.0 0.0 0.0 0.091
H -6.3063 -3.7467 -0.0585 0.0 0.0 0.0 0.092
H -6.1858 -3.4400 -2.6650 0.0 0.0 0.0 0.054
C 4.7091 -3.3658 -2.4038 0.0 0.0 0.0 -0.092
C 3.5572 -3.6432 -1.6825 0.0 0.0 0.0 -0.071
C 2.8899 -2.6313 -1.0098 0.1 0.0 0.0 -0.088
C 3.3693 -1.3216 -1.0441 0.0 -0.1 0.1 -0.330
C 4.5242 -1.0514 -1.7776 0.0 0.0 0.0 -0.097
C 5.1858 -2.0652 -2.4571 0.0 0.0 0.0 -0.088
P 2.5410 -0.0403 -0.0212 0.5 0.5 0.3 1.083
C 3.2831 1.5014 -0.6852 0.1 -0.2 -0.2 -0.404
C 3.0973 1.7825 -2.0415 -0.1 0.1 0.0 -0.106
C 3.5916 2.9511 -2.5975 0.0 0.0 0.0 -0.078
C 4.2818 3.8623 -1.8075 0.0 0.0 0.0 -0.097
C 4.4706 3.5934 -0.4610 0.0 0.0 0.0 -0.091
C 3.9746 2.4212 0.0974 0.0 0.0 0.0 -0.118
C 3.4319 -0.1698 1.5777 0.0 0.1 0.0 -0.349
C 2.8171 0.3647 2.7075 0.0 0.0 0.0 -0.122
C 3.4474 0.3443 3.9414 0.0 0.0 0.0 -0.080
C 4.7087 -0.2217 4.0629 0.0 0.0 0.0 -0.091
C 5.3296 -0.7575 2.9448 0.0 0.0 0.0 -0.078
C 4.6971 -0.7297 1.7088 0.0 0.0 0.0 -0.060
H 5.2365 -4.1603 -2.9174 0.0 0.0 0.0 0.097
H 3.1710 -4.6536 -1.6380 0.0 0.0 0.0 0.106
H 2.0047 -2.8643 -0.4397 0.0 0.0 0.0 0.058
H 4.9207 -0.0456 -1.8184 0.0 0.0 0.0 0.100
H 6.0795 -1.8342 -3.0238 0.0 0.0 0.0 0.097
H 2.5583 1.0753 -2.6610 0.0 0.0 0.0 0.103
H 3.4411 3.1476 -3.6519 0.0 0.0 0.0 0.102
H 4.6730 4.7740 -2.2418 0.0 0.0 0.0 0.096
H 5.0146 4.2924 0.1625 0.0 0.0 0.0 0.098
H 4.1318 2.2313 1.1518 0.0 0.0 0.0 0.098
H 1.8253 0.7945 2.6138 0.0 0.0 0.0 0.069
H 2.9503 0.7589 4.8096 0.0 0.0 0.0 0.101
H 5.1985 -0.2580 5.0280 0.0 0.0 0.0 0.097
H 6.3121 -1.2047 3.0325 0.0 0.0 0.0 0.099
H 5.1917 -1.1590 0.8463 0.0 0.0 0.0 0.102
```
Forces are in eV/Å.

Calculated values
2S+1: 2
Net charge: -1
LUMO energy (spin up / spin down) in eV: 2.0 / 1.9
Kohn-Sham gap (spin up / spin down) in eV: 6.7 / 6.6



3.
Here is C35H24BrClF6INO4PRuS2 as an isolated structure from the OMol25 dataset. Energies are from ωB97M-V/def2-TZVPD.

```
77
Properties=species:S:1:pos:R:3:forces:R:3:lowdin_charge:R:1
Ru 0.3368 -0.4079 -0.9870 0.9 0.5 -0.3 0.444
F 4.3434 2.1417 -3.1431 0.0 0.0 0.0 0.135
C 3.2077 2.7289 -3.5315 0.0 0.0 0.1 -0.668
F 3.4672 3.5130 -4.5725 0.0 0.0 0.0 0.149
F 2.7670 3.4832 -2.5238 0.0 0.0 0.0 0.141
S 1.9793 1.4195 -3.9695 0.1 0.1 -0.2 0.580
O 1.6396 0.8817 -2.6668 -0.5 0.0 0.1 -0.434
O 2.6828 0.5648 -4.8695 0.0 0.0 0.0 -0.263
N 0.8632 2.2025 -4.7362 0.2 -0.1 0.1 -0.280
S -0.5654 2.6607 -4.2957 -0.1 0.0 0.1 0.567
O -0.9221 2.3367 -2.9359 0.0 -0.2 0.2 -0.411
O -1.5213 2.3963 -5.3231 0.0 0.0 0.0 -0.266
C -0.4076 4.4983 -4.2664 0.0 0.0 0.0 -0.678
F -1.5562 5.0256 -3.8343 0.0 0.0 0.0 0.134
F -0.1505 4.9762 -5.4807 0.0 0.0 0.0 0.145
F 0.5659 4.8829 -3.4407 0.0 0.0 0.0 0.132
Br 2.7379 -0.7178 -0.3470 0.1 0.0 0.0 1.019
C 3.1056 1.0813 0.1636 0.0 0.0 0.0 -0.530
C 4.3823 1.4591 0.4378 0.0 0.0 0.0 -0.110
C 4.6108 2.8048 0.7957 0.0 0.0 0.0 -0.071
C 3.5682 3.6842 0.8536 0.0 0.0 0.0 -0.029
C 2.2425 3.2781 0.5638 0.0 0.0 0.0 -0.172
C 1.1626 4.1929 0.5845 0.0 0.0 0.0 -0.027
C -0.0961 3.7662 0.2827 0.0 0.0 0.0 -0.056
C -0.3426 2.4102 -0.0218 0.0 0.0 0.0 -0.156
C 0.6623 1.4788 -0.0944 -0.2 -0.1 0.2 -0.266
C 1.9816 1.9291 0.2098 0.0 0.0 0.0 -0.247
H 5.2014 0.7566 0.3695 0.0 0.0 0.0 0.107
H 5.6196 3.1315 1.0087 0.0 0.0 0.0 0.106
H 3.7441 4.7217 1.1107 0.0 0.0 0.0 0.115
H 1.3572 5.2294 0.8321 0.0 0.0 0.0 0.114
H -0.9237 4.4649 0.2834 0.0 0.0 0.0 0.111
H -1.3707 2.1267 -0.2063 0.0 0.0 0.0 0.049
I -2.1241 -0.1767 -1.8158 0.0 0.2 0.0 1.359
C -2.8425 -2.0993 -1.4105 0.0 0.0 -0.1 -0.572
C -3.5565 -2.6386 -2.4452 0.0 0.0 0.0 -0.149
C -4.2475 -3.8558 -2.2921 0.0 0.0 0.0 -0.061
C -4.2424 -4.4704 -1.0797 0.0 0.0 0.0 -0.026
C -3.5070 -3.9367 0.0081 0.0 0.0 0.0 -0.155
C -3.5912 -4.5733 1.2661 0.0 0.0 0.0 -0.019
C -2.9245 -4.0746 2.3433 0.0 0.0 0.0 -0.047
C -2.0690 -2.9773 2.1668 0.0 0.0 -0.1 -0.079
C -1.9144 -2.3363 0.9574 0.0 -0.1 0.0 -0.286
P -0.5196 -1.1165 0.9655 -0.2 -0.1 0.0 0.953
C 0.6901 -2.1132 1.9268 0.0 0.0 0.0 -0.375
C 1.0677 -3.3364 1.3685 0.0 0.0 -0.1 -0.125
C 1.9869 -4.1531 2.0005 0.0 0.0 0.0 -0.064
C 2.5453 -3.7640 3.2122 0.0 0.0 0.0 -0.074
C 2.1573 -2.5669 3.7880 0.0 0.0 0.0 -0.067
C 1.2309 -1.7467 3.1530 0.0 0.0 0.0 -0.080
C -1.1702 0.1565 2.1020 0.0 -0.1 0.0 -0.334
C -2.5465 0.3486 2.1912 0.0 0.0 0.0 -0.088
C -3.0694 1.3602 2.9871 0.0 0.0 0.0 -0.067
C -2.2232 2.1690 3.7261 0.0 0.0 0.0 -0.071
C -0.8492 1.9803 3.6526 0.0 0.1 -0.1 -0.062
C -0.3265 1.0008 2.8283 0.0 0.0 -0.1 -0.112
C -2.7198 -2.7577 -0.1502 0.0 0.1 0.0 -0.196
H -3.6089 -2.1170 -3.3919 0.0 0.0 0.0 0.094
H -4.7975 -4.2680 -3.1267 0.0 0.0 0.0 0.112
H -4.8064 -5.3803 -0.9166 0.0 0.0 0.0 0.117
H -4.2125 -5.4560 1.3548 0.0 0.0 0.0 0.118
H -3.0098 -4.5375 3.3170 0.0 0.0 0.0 0.112
H -1.4833 -2.6525 3.0169 0.0 0.0 0.0 0.115
H 0.6205 -3.6677 0.4385 0.0 0.0 0.1 0.087
H 2.2637 -5.0975 1.5504 0.0 0.0 0.0 0.110
H 3.2692 -4.3981 3.7068 0.0 0.0 0.0 0.106
H 2.5701 -2.2623 4.7409 0.0 0.0 0.0 0.107
H 0.9283 -0.8338 3.6423 0.0 -0.1 0.0 0.085
H -3.2222 -0.2896 1.6376 0.0 0.0 0.0 0.100
H -4.1408 1.5042 3.0340 0.0 0.0 0.0 0.107
H -2.6303 2.9513 4.3536 0.0 0.0 0.0 0.106
H -0.1794 2.6212 4.2105 0.0 0.0 0.0 0.111
H 0.7475 0.9182 2.7323 0.0 0.1 -0.1 0.104
Cl 0.5868 -1.9479 -3.3754 -0.1 -0.2 0.0 0.529
C 0.4844 -2.4344 -1.6510 -0.1 -0.1 0.0 -0.768
H 1.3932 -2.9890 -1.4293 0.0 0.1 0.0 -0.024
H -0.3802 -3.0874 -1.5446 0.0 0.0 0.0 -0.014
```
Forces are in eV/Å.

Calculated values
2S+1: 2
Net charge: 0
LUMO energy (spin up / spin down) in eV: -0.8 / -1.3
Kohn-Sham gap (spin up / spin down) in eV: 7.1 / 6.8



Across the entries above, relative energy (zero: lowest compared OMol25 entry of this formula, charge and spin) takes the values 9.0, 9.0, 11.1 kcal/mol, respectively.